Record 1
ORCA calculation (the ωB97M-V functional and the def2-TZVPD basis) on 2 unconnected molecules or ions with the total composition CHBrNO2.

```
6
Properties=species:S:1:pos:R:3:forces:R:3:lowdin_charge:R:1
C -0.350424 0.467904 1.248597 -0.03 -2.51 -0.05 -0.347
N 0.818957 -0.368838 -0.656094 -1.63 0.88 2.43 -0.411
O 2.021443 -0.527219 -0.483009 -0.38 -0.21 -1.12 -0.116
O 0.180010 -0.550401 -1.684878 1.19 -0.24 -0.08 -0.123
Br -2.284149 -0.303236 0.995786 1.30 0.62 -0.03 0.168
H -0.385837 1.281789 0.579598 -0.45 1.45 -1.15 -0.171
```
Forces are in eV/Å.

LUMO energy (spin up / spin down)	3.7 / 3.7	eV
total charge	-1
HOMO (spin up / spin down)	-3.9 / -3.9	eV
gap between HOMO and LUMO (spin up / spin down)	7.57 / 7.57	eV
2S+1	1

=====

Record 2
ORCA calculation (the ωB97M-V functional and the def2-TZVPD basis) on a single CH3ClN2S molecule.

```
8
Properties=species:S:1:pos:R:3:forces:R:3:lowdin_charge:R:1
N -0.292924 0.344701 0.228657 1.19 2.10 -0.52 -0.005
N 0.759708 -0.569363 0.043619 -0.71 -2.59 1.05 -0.192
C 2.062989 -0.446705 0.107806 -0.43 3.15 -1.11 -1.030
S 3.299627 -1.355714 -0.089873 1.08 -0.56 0.33 0.757
Cl 2.269473 1.745404 0.044253 0.16 -1.73 0.16 0.190
H 0.160344 1.042275 0.859774 -0.90 -0.40 -0.17 0.030
H -0.299176 0.923343 -0.654664 -0.25 -0.93 0.94 0.092
H 0.510382 -1.531027 0.356351 -0.13 0.96 -0.68 0.158
```
Forces are in eV/Å.

LUMO energy	-0.5	eV
HOMO	-9.8	eV
gap between HOMO and LUMO	9.27	eV
2S+1	1

=====

Record 3
ORCA calculation (the ωB97M-V functional and the def2-TZVPD basis) on a molecular structure, C34H40FeN4O3P2.

```
84
Properties=species:S:1:pos:R:3:forces:R:3:lowdin_charge:R:1
Fe -0.872727 1.925068 -2.580719 -0.06 -1.12 1.27 0.540
C -1.516560 1.664131 -4.434619 -0.87 0.41 -2.63 -0.262
C -1.666102 0.316567 -4.329755 -1.69 1.40 -0.90 -0.135
C -0.823363 -0.677809 -4.989808 0.87 -1.46 -0.50 -0.187
C 0.696190 -0.424630 -5.040999 -0.65 -0.34 -0.51 -0.205
C 1.280184 0.295035 -3.894495 1.38 -0.66 0.90 -0.203
C 0.936949 1.596707 -3.421198 0.96 1.78 -0.38 -0.314
C 0.744997 2.591316 -4.633190 1.00 0.59 1.13 -0.212
C -0.559743 2.340210 -5.364467 0.90 0.18 -0.40 -0.184
C 1.095219 0.684024 1.133080 -1.49 0.37 -0.23 -0.217
H -2.266779 2.388050 -4.131566 -0.69 -0.38 0.11 0.109
H -2.651659 -0.076734 -4.072655 0.30 0.25 0.56 0.116
H -1.141662 -0.924403 -6.020771 -0.23 0.47 0.18 0.128
H -1.007667 -1.637201 -4.492362 0.20 -0.02 0.22 0.100
H 1.178294 -1.404378 -5.179526 -0.02 0.26 0.22 0.115
H 0.907415 0.091671 -5.968787 0.15 0.35 -0.48 0.098
H 2.260204 -0.134675 -3.659957 -0.06 0.26 0.30 0.081
H 1.493667 2.096194 -2.555589 0.30 -0.99 -1.40 0.085
H 1.605580 2.616733 -5.328926 -0.21 -0.36 0.19 0.114
H 0.756261 3.595145 -4.202722 -0.19 0.18 0.04 0.093
H -0.931306 3.301829 -5.733836 -0.31 -0.23 0.09 0.117
H -0.343708 1.748248 -6.242696 -0.23 -0.30 -0.28 0.100
H 0.515884 1.242180 0.307834 0.80 0.50 1.72 0.046
H 1.783449 1.278308 1.801971 -0.70 -0.48 -1.17 0.090
H 0.255112 0.193253 1.784153 2.11 0.47 -0.90 0.029
P 1.929813 -0.303644 -0.118718 2.51 -0.90 2.70 1.002
P -0.946169 -1.197498 0.349978 -1.15 1.42 0.62 1.101
N 3.151176 0.778303 -0.676948 0.18 -0.07 -0.18 -0.168
N 2.819978 -1.527365 0.726528 0.23 0.09 0.33 -0.170
N -1.619198 0.387377 -0.369650 -0.76 -0.73 1.02 -0.168
N -2.360750 -1.991154 0.738585 -0.73 -0.75 0.27 -0.278
C 1.133729 -1.256327 -1.395311 -1.03 -0.18 -0.33 -0.298
C -0.250645 -1.902203 -1.157797 -0.70 -0.35 0.08 -0.317
C 3.344742 2.093187 -0.224372 0.23 0.68 -1.00 -0.126
C 4.344054 2.705296 -0.961525 -0.70 -0.99 0.28 -0.058
C 4.861018 1.707221 -1.860411 -0.80 -0.45 0.72 -0.064
C 4.145694 0.550269 -1.639173 0.16 0.70 -0.21 -0.120
C 3.622604 -1.240574 1.840868 0.72 -0.94 -0.09 -0.099
C 4.509782 -2.281842 2.056739 -0.61 0.75 -0.82 -0.060
C 4.267596 -3.256342 1.041321 -0.89 0.69 -0.41 -0.071
C 3.225755 -2.785746 0.277615 0.65 -0.18 0.12 -0.134
C -1.663107 1.617843 0.231849 0.26 1.00 -0.29 -0.148
C -2.137273 2.584738 -0.689401 -0.83 -0.94 0.81 -0.078
C -2.756890 1.816490 -1.770381 0.35 -0.92 1.09 -0.185
C -2.331856 0.483088 -1.550523 -0.02 0.63 0.04 -0.209
C -3.506578 -2.212054 -0.005906 0.17 -0.28 0.61 -0.134
C -4.427267 -2.849441 0.774097 0.85 0.17 0.51 -0.068
C -3.836678 -3.034360 2.083494 1.19 0.51 -0.58 -0.059
C -2.565291 -2.504206 2.031785 -0.37 0.19 -0.61 -0.101
H 1.820093 -2.072216 -1.605806 0.33 0.39 -0.29 0.077
H 0.991414 -0.646889 -2.307482 0.50 0.24 -0.02 0.037
H -0.918161 -1.751228 -2.027297 0.60 -0.35 0.14 0.075
H -0.152837 -2.980572 -0.900403 -0.08 0.59 -0.35 0.106
H 2.669062 2.478338 0.501363 -0.07 0.43 0.19 0.083
H 4.673852 3.742139 -0.916305 -0.21 -0.43 0.24 0.106
H 5.676347 1.858716 -2.553667 -0.11 -0.25 0.07 0.102
H 4.299630 -0.427430 -2.032016 -0.06 -0.43 -0.31 0.106
H 3.518497 -0.324183 2.375048 -0.09 0.37 0.18 0.105
H 5.318146 -2.335196 2.766390 -0.23 0.17 0.25 0.101
H 4.807037 -4.169660 0.847885 -0.14 -0.06 0.19 0.101
H 2.722231 -3.276821 -0.522741 -0.08 -0.18 -0.32 0.091
H -1.465312 1.732885 1.296604 0.38 0.00 -0.31 0.109
H -2.304082 3.645701 -0.467826 0.03 -0.71 -0.03 0.107
H -3.531963 2.127444 -2.452593 0.05 0.07 -0.03 0.116
H -2.645119 -0.433085 -2.009734 0.08 0.18 -0.36 0.078
H -3.463838 -1.853548 -0.999885 -0.65 -0.07 -0.72 0.076
H -5.400068 -3.160692 0.476276 -0.47 -0.09 -0.17 0.087
H -4.249266 -3.493692 2.963735 -0.22 -0.03 -0.07 0.095
H -1.733060 -2.328328 2.700518 -0.34 -0.26 0.48 0.081
O -2.530340 2.056172 5.472175 -0.59 0.30 -0.58 0.003
C -2.159155 1.070402 6.273001 0.31 -0.21 -0.30 -0.303
C -2.389569 1.138329 7.674500 -0.58 0.14 -0.84 -0.035
C -1.999865 0.132884 8.548812 0.54 0.04 -1.16 -0.094
C -1.284237 -0.948700 7.963145 0.00 0.03 0.39 -0.107
C -1.080387 -1.019752 6.570960 0.48 -0.04 0.53 -0.044
C -1.497237 -0.032195 5.695137 -0.49 -0.25 0.75 -0.095
C -1.240054 -0.125795 4.214745 0.87 1.31 -0.42 -0.548
O -0.411919 -0.934570 3.729187 -0.90 0.30 0.31 -0.063
O -1.801788 0.822720 3.521016 0.33 -0.99 -0.20 -0.051
H -2.362187 1.669658 4.461374 0.12 0.25 1.22 0.064
H -3.006676 1.991246 7.932086 0.18 0.03 0.48 0.104
H -2.199805 0.238964 9.634860 0.23 -0.33 -0.89 0.105
H -0.853915 -1.683896 8.649997 -0.19 0.00 -0.50 0.085
H -0.497865 -1.773083 6.045791 -0.04 -0.42 0.66 0.106
```
Forces are in eV/Å.

LUMO energy (spin up / spin down)	-0.2 / -0.3	eV
HOMO (spin up / spin down)	-6.0 / -6.8	eV
⟨S²⟩	6.083
gap between HOMO and LUMO (spin up / spin down)	5.83 / 6.55	eV
2S+1	5

=====

Record 4
ORCA calculation (the ωB97M-V functional and the def2-TZVPD basis) on a molecular structure, C37H59BrN4O2S2SeSi2Tm.

```
109
Properties=species:S:1:pos:R:3:forces:R:3:lowdin_charge:R:1
Tm 0.494233 0.869901 -0.712993 -1.95 0.21 -1.82 0.828
C 0.333027 -5.480595 4.587555 -0.31 0.08 0.86 -0.063
C -0.169038 -4.025780 4.695949 0.36 -0.04 0.82 -0.558
C 0.444206 -3.419057 5.994088 0.32 -0.50 -0.58 -0.050
C -1.684274 -3.980172 4.881355 -0.08 0.22 -0.79 -0.046
C 0.232942 -3.216306 3.503307 0.15 0.16 -1.56 -0.194
C 0.037883 -1.843020 3.447883 0.20 0.73 -0.51 -0.085
C 0.281802 -1.142876 2.239803 -0.01 -1.32 0.57 -0.497
Br -0.180200 0.732329 2.245522 0.05 -0.57 -0.36 0.865
C 0.760351 -1.788396 1.054094 -0.85 0.22 0.88 -0.366
O 0.649965 -1.181134 -0.115508 0.85 0.06 0.51 -0.309
C 1.227571 -3.145242 1.220582 -0.78 1.24 0.75 -0.096
C 0.782916 -3.829929 2.349867 0.31 1.10 0.31 0.024
C 2.196008 -3.752380 0.231072 -0.38 -0.08 -0.27 -0.564
C 2.818956 -5.029194 0.782886 -0.23 -0.12 -0.61 -0.061
C 1.432059 -4.067982 -1.043230 -0.08 -0.36 -0.36 -0.034
C 3.311283 -2.751403 -0.040448 0.38 0.37 -0.57 -0.039
H 0.141786 -5.955963 5.560172 0.10 -0.03 -0.18 0.081
H 1.409340 -5.502636 4.413130 -0.02 -0.07 -0.03 0.085
H -0.175979 -6.101433 3.848635 0.00 0.26 -0.19 0.084
H 0.221806 -4.062423 6.840898 -0.02 -0.09 0.16 0.075
H 0.059412 -2.443073 6.209037 -0.46 0.59 0.06 0.063
H 1.523005 -3.288056 5.920381 0.14 -0.24 -0.09 0.087
H -1.922513 -4.514448 5.779264 -0.40 -0.27 0.64 0.068
H -2.189609 -4.479590 4.039854 0.05 0.28 0.20 0.092
H -2.036760 -2.932689 4.959548 0.10 -0.61 -0.07 0.094
H -0.325869 -1.282120 4.325530 0.15 -0.33 -0.60 0.107
H 0.936833 -4.882818 2.340567 0.24 -0.54 0.24 0.079
H 2.068944 -5.820731 0.768945 0.12 -0.22 0.10 0.080
H 3.126661 -4.863842 1.802779 0.43 -0.11 0.35 0.080
H 3.664499 -5.335691 0.144433 -0.28 0.07 0.33 0.091
H 0.700428 -4.868905 -0.850199 0.07 0.31 -0.08 0.092
H 2.141404 -4.444582 -1.776383 0.01 -0.03 -0.36 0.084
H 0.926534 -3.181474 -1.437999 0.11 -0.21 0.04 0.081
H 3.780977 -2.455023 0.885199 -0.08 0.41 0.54 0.085
H 2.925906 -1.877085 -0.590423 0.32 -0.25 0.29 0.065
H 4.160979 -3.178313 -0.598103 -0.55 -0.13 -0.25 0.089
S -0.264064 3.419742 -1.425442 1.37 -1.15 -0.33 0.496
C -1.937412 3.232931 -1.089651 -2.01 0.82 1.64 -0.895
N -2.536035 4.387046 -0.707155 4.19 -0.37 -1.88 -0.095
N -3.820913 4.189852 -0.586844 -4.81 0.66 1.60 -0.103
C -4.458696 4.423516 0.600522 0.14 -0.33 -0.93 -0.260
C -5.821834 4.083532 0.738659 -1.30 -0.59 -0.99 -0.088
C -6.408518 3.944776 1.987885 0.93 0.28 0.22 -0.133
C -5.592921 4.175899 3.120377 -0.75 -0.13 -0.11 -0.152
C -4.287979 4.654774 2.978402 -1.20 -0.22 0.44 -0.141
C -3.765371 4.891662 1.745528 1.35 -0.29 -1.16 -0.056
N -2.706974 2.125907 -1.071504 0.63 1.33 -0.74 -0.142
N -2.090092 0.896570 -1.005837 1.21 -1.75 -1.14 -0.237
C -2.945171 0.067363 -0.154672 -1.11 0.23 -0.40 -0.275
C -2.640089 -1.258309 0.148402 0.81 0.13 -0.05 -0.096
C -3.417867 -1.995010 1.030865 -0.99 0.93 -0.04 -0.089
C -4.588305 -1.431782 1.550417 -0.27 0.66 -0.18 -0.113
C -4.986529 -0.122053 1.221975 1.07 -0.56 -0.36 -0.075
C -4.169211 0.605352 0.353164 0.29 -0.04 0.19 -0.011
H -4.371847 3.804727 -1.360630 0.36 0.00 0.51 0.138
H -6.424229 3.788674 -0.180418 0.91 0.45 1.13 0.115
H -7.458826 3.626991 2.067396 0.59 0.15 0.09 0.092
H -5.985868 3.989298 4.104653 -0.12 -0.02 0.26 0.067
H -3.692842 4.797636 3.864804 0.13 0.25 0.18 0.087
H -2.726792 5.230269 1.619017 -0.58 -0.26 -0.01 0.098
H -1.743440 -1.690819 -0.300720 -0.17 0.02 0.25 0.094
H -3.175137 -2.996582 1.316840 0.32 -0.45 -0.06 0.089
H -5.246493 -1.995945 2.181432 -0.02 -0.41 0.39 0.078
H -5.882503 0.351284 1.650446 0.44 -0.37 -0.30 0.102
H -4.458527 1.617823 0.098501 0.28 -0.17 0.02 0.081
C 4.802072 2.386998 -5.000014 -1.06 -0.76 0.69 -0.218
Si 3.177290 1.300742 -4.985600 0.06 0.06 -0.36 0.195
C 1.878130 2.356882 -5.974672 1.60 -1.39 -0.16 -0.211
C 3.655236 -0.201568 -6.052833 -0.20 0.59 -0.37 -0.254
Se 2.440854 0.487229 -2.948421 0.72 0.40 -0.16 0.235
H 4.859571 2.952640 -5.912607 0.03 0.08 -0.63 0.005
H 5.719393 1.825293 -4.846448 0.04 -0.17 -0.02 0.015
H 4.718834 3.113579 -4.211428 0.05 0.43 0.53 -0.005
H 2.452983 3.005000 -6.655347 -0.37 -0.13 0.15 0.019
H 1.335798 2.921058 -5.261525 -0.80 0.72 0.50 -0.002
H 1.237606 1.672493 -6.546903 0.00 0.34 0.17 0.020
H 4.106206 0.189159 -6.982761 -0.07 -0.12 0.23 0.026
H 2.802530 -0.811278 -6.345758 -0.18 0.00 0.08 0.016
H 4.373816 -0.856253 -5.578402 0.23 -0.07 0.25 0.011
C 5.883813 2.932386 -0.073670 -0.80 0.65 0.12 -0.119
C 4.595141 2.095630 -0.194809 0.31 0.34 0.15 -0.375
S 3.032578 3.043954 -0.297570 -0.93 -2.26 1.72 1.005
O 2.016573 1.880040 0.207082 3.38 2.88 0.16 -0.785
C 3.209482 4.106660 1.193264 -1.18 -0.49 -0.35 -0.371
C 3.442921 3.434512 2.521136 0.03 0.45 0.91 -0.121
H 6.754473 2.330364 -0.302736 0.05 -0.15 -0.21 0.073
H 6.027211 3.319704 0.944677 -0.12 -0.06 -0.25 0.062
H 5.846235 3.799708 -0.758113 0.19 -0.41 0.19 0.083
H 4.467557 1.408898 0.646161 -0.10 0.09 -0.11 0.097
H 4.581661 1.530222 -1.119046 -0.08 -0.24 -0.18 0.031
H 2.260675 4.646322 1.185842 0.01 0.06 -0.03 0.094
H 3.986335 4.793963 0.946063 0.62 0.61 -0.32 0.073
H 2.722910 2.641155 2.707775 0.15 -0.27 -0.17 0.065
H 3.280447 4.162213 3.358329 0.14 -0.36 -0.82 0.097
H 4.478607 3.098307 2.616919 -0.23 -0.29 0.02 0.066
C -3.480445 1.205758 -3.763501 -0.15 -0.15 -0.04 -0.208
Si -2.096454 0.107980 -3.049260 -2.06 -0.10 0.24 0.692
C -0.710857 0.060015 -4.373622 0.13 1.15 0.57 -0.224
C -2.825636 -1.687086 -2.983294 0.51 1.50 1.63 -0.184
H -3.874442 0.739833 -4.708982 0.46 0.40 0.72 0.038
H -3.054904 2.197688 -3.981003 -0.24 -0.24 -0.06 0.025
H -4.332357 1.360897 -3.064672 0.66 -0.21 -0.35 0.028
H -1.062799 -0.598235 -5.161944 -0.17 -0.41 0.03 0.026
H 0.253614 -0.265715 -3.972714 -0.26 -0.12 -0.39 -0.097
H -0.551802 1.050029 -4.866571 -0.11 -0.55 0.66 0.034
H -3.166217 -2.022776 -3.931516 -0.07 -0.30 -0.96 0.009
H -3.670388 -1.672025 -2.283200 0.09 -0.04 -0.18 0.028
H -2.077239 -2.335371 -2.541769 0.10 -0.47 -0.18 0.012
```
Forces are in eV/Å.

LUMO energy (spin up / spin down)	1.8 / 1.8	eV
total charge	-1
HOMO (spin up / spin down)	-2.7 / -2.7	eV
⟨S²⟩	2.002
gap between HOMO and LUMO (spin up / spin down)	4.47 / 4.47	eV
2S+1	3

=====

no.,F_max (eV/A)
1,3.05
2,3.37
3,3.79
4,5.11